Entry 1:
Entry from OMol25: a structure of composition C41H80I2NO8S3 (the ωB97M-V functional and the def2-TZVPD basis).

The HOMO energy is -11.35 eV. Its total charge is +1.

Structure (XYZ):
```
135
Properties=species:S:1:pos:R:3:forces:R:3
C 5.400 1.729 2.773 0.21 0.03 0.33
C 6.404 0.629 3.157 -0.23 -0.20 -0.36
C 5.999 -0.752 2.616 -0.09 0.24 -0.30
C 4.521 -1.086 2.793 0.12 -0.47 0.14
C 4.043 -1.037 4.251 -0.27 0.28 -0.12
C 2.970 -2.075 4.588 -0.02 0.53 0.10
C 1.806 -1.972 3.610 -0.01 -0.30 -0.25
C 0.609 -2.874 3.921 0.32 -0.16 0.08
C -0.081 -3.392 2.657 -0.08 0.19 0.26
C -0.577 -2.281 1.716 0.06 -0.07 0.00
C -1.616 -1.370 2.395 0.36 -0.10 0.09
O -0.865 -0.370 3.074 0.09 0.14 -0.16
C -1.242 0.007 4.391 -0.15 0.02 0.38
C -1.084 1.502 4.564 0.43 0.15 -0.24
C 0.379 1.959 4.441 0.03 -0.35 0.06
C -2.550 -0.573 1.483 -0.46 0.28 0.72
C -3.828 -0.134 2.210 -0.17 -0.11 -0.21
C -4.877 0.547 1.314 0.33 -0.05 0.11
C -4.338 1.692 0.446 -0.28 0.15 0.26
C -3.527 2.756 1.200 -0.08 0.13 -0.44
C -4.392 3.839 1.862 0.15 0.10 0.28
C -4.604 3.621 3.360 0.00 -0.19 -0.22
N -2.977 -1.272 0.226 0.09 -0.10 -0.22
C -2.076 -2.235 -0.499 -0.07 -0.17 -0.12
C -0.857 -2.814 0.263 0.38 -0.32 -0.12
C 0.393 -2.413 -0.572 -0.33 0.27 -0.16
C 0.623 -0.894 -0.827 0.36 -0.15 -0.10
C 2.050 -0.484 -0.487 -0.22 0.25 0.11
O -0.327 -0.056 -0.176 -0.18 0.02 -0.10
C -0.985 -4.375 0.238 -0.80 -0.35 0.33
I 0.589 -5.489 -0.622 0.12 -0.21 -0.03
C -1.962 -5.173 0.715 0.57 0.53 -0.40
C -2.019 -6.679 0.659 -0.11 0.03 0.15
I -3.654 -4.439 1.742 0.03 0.44 -0.09
H 5.921 2.660 2.550 -0.08 0.03 0.00
H 4.711 1.931 3.595 -0.10 -0.01 -0.05
H 4.827 1.457 1.892 0.04 0.11 -0.07
H 7.369 0.880 2.713 0.10 -0.06 0.26
H 6.518 0.570 4.240 0.12 0.16 0.01
H 6.225 -0.765 1.544 -0.03 -0.05 0.02
H 6.604 -1.545 3.065 0.04 0.08 0.10
H 3.915 -0.431 2.164 -0.02 0.03 0.07
H 4.353 -2.100 2.406 0.09 0.01 -0.01
H 4.894 -1.110 4.931 -0.01 -0.17 0.02
H 3.589 -0.058 4.442 0.17 0.06 0.03
H 3.397 -3.081 4.592 -0.10 -0.06 0.01
H 2.596 -1.842 5.591 0.05 -0.29 0.07
H 1.499 -0.928 3.522 -0.03 0.02 0.01
H 2.170 -2.267 2.617 0.05 0.10 0.01
H -0.096 -2.394 4.602 -0.02 0.02 -0.04
H 0.983 -3.751 4.461 -0.08 -0.01 -0.01
H -0.896 -4.062 2.943 0.00 0.03 -0.09
H 0.661 -3.993 2.123 -0.08 -0.01 -0.04
H 0.288 -1.628 1.604 -0.09 0.06 -0.05
H -2.173 -1.953 3.134 -0.21 0.01 -0.11
H -0.589 -0.494 5.114 0.01 -0.08 -0.04
H -2.268 -0.307 4.607 -0.02 -0.01 -0.07
H -1.465 1.784 5.546 -0.16 -0.06 -0.02
H -1.670 2.010 3.795 -0.21 0.06 0.18
H 1.055 1.142 4.711 0.00 0.03 0.06
H 0.602 2.784 5.115 -0.04 0.12 -0.15
H 0.632 2.245 3.420 0.01 0.08 0.02
H -2.024 0.333 1.210 0.09 -0.20 -0.36
H -3.538 0.566 2.995 0.05 -0.12 0.03
H -4.281 -1.005 2.695 0.00 0.02 0.08
H -5.360 -0.204 0.675 -0.09 0.04 -0.03
H -5.672 0.917 1.960 -0.02 0.03 -0.06
H -5.203 2.201 0.014 0.10 -0.12 -0.16
H -3.763 1.329 -0.416 0.11 -0.10 0.06
H -2.865 2.306 1.943 0.07 0.01 0.01
H -2.873 3.234 0.465 0.01 0.00 0.05
H -5.358 3.905 1.357 0.00 0.00 -0.04
H -3.904 4.807 1.725 -0.03 -0.02 -0.01
H -5.130 4.462 3.809 -0.02 -0.04 0.05
H -3.641 3.507 3.861 -0.02 0.06 0.08
H -5.186 2.714 3.543 -0.03 0.04 0.07
H -3.850 -1.756 0.428 -0.01 -0.16 0.15
H -3.220 -0.525 -0.424 -0.03 0.05 -0.03
H -1.747 -1.738 -1.409 0.06 0.14 0.18
H -2.722 -3.047 -0.827 -0.06 0.00 0.10
H 0.293 -2.872 -1.558 0.19 -0.14 0.10
H 1.272 -2.832 -0.081 -0.02 0.01 -0.08
H 0.490 -0.709 -1.896 -0.20 0.02 0.04
H 2.752 -0.839 -1.240 0.04 -0.14 0.12
H 2.118 0.606 -0.461 0.07 0.00 -0.10
H 2.343 -0.856 0.497 0.08 -0.06 -0.02
H 0.065 0.297 0.628 0.11 0.08 0.16
H -2.979 -7.048 1.008 -0.02 0.02 -0.04
H -1.255 -7.105 1.316 0.07 -0.01 -0.17
H -1.871 -7.034 -0.360 0.12 -0.03 0.05
C 5.480 2.218 -4.152 0.04 0.04 0.02
C 6.923 2.072 -3.651 -0.03 0.02 0.04
C 7.006 2.746 -2.276 0.13 -0.06 -0.15
S 5.361 2.620 -1.560 0.13 -0.03 -0.03
O 4.805 3.941 -1.412 -0.07 0.02 0.04
O 5.387 1.724 -0.428 -0.13 -0.06 -0.09
C 4.593 1.828 -2.973 0.01 -0.07 -0.17
H 5.305 1.596 -5.028 -0.03 0.07 0.13
H 5.288 3.258 -4.429 -0.02 0.00 0.02
H 7.172 1.013 -3.564 -0.01 -0.01 0.01
H 7.634 2.518 -4.344 0.01 -0.01 -0.02
H 7.706 2.263 -1.600 -0.03 0.03 0.07
H 7.238 3.806 -2.351 -0.07 0.03 0.03
H 3.565 2.176 -3.050 0.00 0.03 0.08
H 4.617 0.752 -2.794 0.01 0.01 0.02
C 4.481 -1.094 -9.537 -0.03 0.07 0.04
C 3.674 0.158 -9.914 0.05 0.00 0.04
C 3.986 1.235 -8.867 -0.14 -0.06 -0.15
S 5.648 0.883 -8.272 0.04 0.01 -0.04
O 5.577 0.525 -6.872 -0.03 -0.08 -0.12
O 6.558 1.911 -8.698 0.04 0.03 0.05
C 5.894 -0.606 -9.234 -0.08 -0.14 -0.08
H 4.481 -1.833 -10.336 -0.01 -0.01 -0.01
H 4.051 -1.561 -8.648 0.01 -0.02 0.01
H 3.980 0.505 -10.902 0.02 0.00 0.00
H 2.606 -0.047 -9.955 -0.01 0.00 -0.01
H 3.981 2.242 -9.274 0.04 0.04 0.05
H 3.318 1.180 -8.009 0.05 -0.02 0.05
H 6.494 -1.303 -8.654 0.03 0.06 0.05
H 6.424 -0.318 -10.141 0.02 0.03 0.00
C -10.126 0.259 -0.514 0.00 0.07 0.04
C -10.774 1.636 -0.724 0.06 -0.02 0.01
C -9.955 2.655 0.079 -0.19 -0.02 -0.09
S -8.283 1.999 0.155 -0.23 0.03 -0.13
O -7.960 1.691 1.527 0.12 0.01 0.02
O -7.392 2.817 -0.631 0.11 -0.02 0.08
C -8.628 0.468 -0.711 -0.15 -0.11 -0.04
H -10.517 -0.483 -1.207 -0.01 0.00 -0.01
H -10.320 -0.093 0.501 0.01 -0.02 0.00
H -10.749 1.894 -1.783 0.02 0.00 -0.01
H -11.815 1.643 -0.409 -0.01 0.01 0.00
H -9.912 3.634 -0.390 0.06 0.03 0.04
H -10.306 2.751 1.104 0.06 -0.03 0.04
H -8.009 -0.321 -0.288 0.06 0.06 0.04
H -8.377 0.626 -1.759 0.02 0.03 0.00
```
Positions in Å, forces in eV/Å.

---

Entry 2:
Entry from OMol25: a cluster of 2 separate species, C2H4OS2 in total in a non-equilibrium geometry (the ωB97M-V functional and the def2-TZVPD basis).

The HOMO energy is -8.86 eV. As for the relative energy (zero: lowest compared OMol25 entry of this formula, charge and spin): 1.236 eV. Its total charge is 0.

Structure (XYZ):
```
9
Properties=species:S:1:pos:R:3:forces:R:3
C -2.346 1.322 0.231 1.03 1.56 0.87
C 0.401 0.313 0.369 -1.65 0.42 -1.93
O -3.216 1.010 -0.391 -1.82 -0.58 -1.30
S -0.764 -2.247 -0.222 -1.39 0.01 -0.26
S -1.027 -0.615 0.992 1.80 -1.25 0.56
H -1.867 -1.758 -0.863 0.55 -0.90 -0.42
H 0.299 0.453 -0.757 0.10 -0.72 1.11
H 1.358 -0.217 0.559 -0.58 1.24 0.56
H -0.029 1.290 0.657 1.96 0.20 0.81
```
Positions in Å, forces in eV/Å.

---

Entry 3:
Entry from OMol25: an isolated molecule of C5H8N2 in a non-equilibrium geometry (the ωB97M-V functional and the def2-TZVPD basis).

The HOMO energy is -10.16 eV. As for the relative energy (zero: lowest compared OMol25 entry of this formula, charge and spin): 2.128 eV. As for the SMILES: N#C[C@H](N)C1CC1. Its total charge is 0.

Structure (XYZ):
```
15
Properties=species:S:1:pos:R:3:forces:R:3
N -0.730 -1.663 1.801 -1.49 0.15 -0.55
C -1.197 -1.003 0.968 0.64 -0.69 0.92
C -1.086 0.028 -0.105 0.24 0.15 0.13
N -1.736 -0.171 -1.379 -0.21 -0.16 0.06
C 0.431 -0.017 -0.297 -0.14 -0.06 -0.19
C 1.381 -0.138 0.830 0.72 0.69 -0.35
C 1.413 1.082 -0.153 0.31 0.02 0.26
H -1.417 0.985 0.313 0.13 -0.13 -0.05
H -2.725 0.039 -1.356 0.04 -0.09 0.08
H -1.609 -1.122 -1.708 -0.05 0.13 -0.01
H 0.696 -0.688 -1.112 -0.18 0.04 0.02
H 1.063 0.172 1.824 -0.13 -0.07 -0.34
H 2.033 -1.013 0.881 0.13 0.55 -0.38
H 2.052 1.301 -1.014 0.23 -0.46 0.59
H 1.133 1.985 0.380 -0.24 -0.06 -0.18
```
Positions in Å, forces in eV/Å.

---

Entry 4:
Entry from OMol25: an isolated molecule of C5H6N4 in a non-equilibrium geometry (the ωB97M-V functional and the def2-TZVPD basis).

The HOMO energy is -8.46 eV. As for the relative energy (zero: lowest compared OMol25 entry of this formula, charge and spin): 3.258 eV. As for the SMILES: [H]/N=C/n1cncc/c1=N\[H]. Its total charge is 0.

Structure (XYZ):
```
15
Properties=species:S:1:pos:R:3:forces:R:3
H 1.289 -2.770 -1.998 0.29 2.22 1.82
N 1.111 -2.099 -1.143 -0.29 1.11 -4.01
C 0.953 -0.812 -1.435 2.55 -6.01 -0.85
N 0.398 -0.076 -0.517 -2.11 2.60 2.27
C 0.564 1.255 -0.716 -4.38 3.57 5.38
N -0.039 2.124 0.163 3.82 0.89 -3.84
C -0.668 1.793 1.312 -1.42 0.14 -1.33
C -1.017 0.498 1.258 -3.09 -1.11 6.27
C -0.555 -0.553 0.493 4.57 -1.78 -2.51
N -0.528 -1.826 0.732 -1.12 2.04 -0.28
H -1.214 -1.806 1.455 -0.93 -1.18 1.22
H 1.316 -0.068 -2.146 0.40 -1.41 -1.52
H 0.996 1.720 -1.586 0.30 -0.43 -0.18
H -1.097 2.682 1.971 1.24 -2.40 -1.20
H -1.508 -0.061 2.157 0.17 1.75 -1.25
```
Positions in Å, forces in eV/Å.

---

Number 1: gap between HOMO and LUMO 0.329 hartree. Number 2: gap between HOMO and LUMO 0.343 hartree. Number 3: gap between HOMO and LUMO 0.403 hartree. Number 4: gap between HOMO and LUMO 0.300 hartree.